[1]
Computed, not measured: a cluster of 2 separate species, C12H5F22N2O3S in total in a non-equilibrium geometry, with ωB97M-V/def2-TZVPD.

CARTESIAN COORDINATES (ANGSTROEM)
O  3.73  0.45  1.05
S  3.12  -0.42  0.07
O  3.83  -1.59  -0.39
C  1.49  -0.65  0.32
C  0.93  -2.00  0.46
F  1.71  -2.94  1.11
F  -0.22  -1.92  1.20
C  0.53  -2.70  -0.89
F  0.41  -4.04  -0.75
F  1.49  -2.47  -1.80
C  -0.82  -2.24  -1.54
F  -1.03  -0.92  -1.36
F  -0.72  -2.45  -2.87
C  -2.11  -3.02  -1.09
F  -2.20  -4.13  -1.86
F  -2.09  -3.42  0.19
C  -3.45  -2.26  -1.32
F  -3.44  -1.75  -2.57
F  -4.43  -3.18  -1.27
C  -3.84  -1.13  -0.26
F  -4.86  -1.61  0.48
F  -2.81  -0.86  0.55
C  -4.32  0.20  -0.90
F  -3.38  0.68  -1.73
F  -5.44  -0.05  -1.60
C  -4.62  1.33  0.15
F  -3.55  2.09  0.33
F  -5.00  0.84  1.33
F  -5.61  2.10  -0.31
C  3.19  0.68  -1.45
F  2.32  0.30  -2.39
F  4.43  0.62  -1.98
C  2.93  2.18  -1.14
F  3.98  2.74  -0.53
F  1.87  2.33  -0.33
F  2.69  2.87  -2.25
H  1.21  -0.03  1.17
C  2.96  3.48  3.51
O  2.86  3.86  4.67
N  1.89  3.20  2.72
N  4.17  3.29  2.90
H  1.97  2.93  1.76
H  0.98  3.26  3.14
H  4.99  3.45  3.46
H  4.26  2.88  1.99

- Charge: -1
- Calculated total energy: -92270.5596 eV

[2]
Computed, not measured: a cluster of 22 separate species, C12H64BClFN3O26P in total in a non-equilibrium geometry, with ωB97M-V/def2-TZVPD.

CARTESIAN COORDINATES (ANGSTROEM)
C  3.82  -1.08  -2.08
C  3.04  0.20  -2.48
O  1.70  0.26  -1.91
B  1.66  0.54  -0.58
O  2.75  0.76  0.21
C  0.17  0.60  0.06
C  -0.09  1.64  0.90
F  0.83  2.56  1.18
C  -1.37  1.80  1.48
N  -1.59  2.89  2.30
C  -2.36  0.83  1.15
P  -4.00  1.07  1.92
O  -4.78  2.00  1.08
O  -4.84  -0.28  2.17
O  -3.89  1.77  3.38
C  -2.02  -0.22  0.26
C  -3.14  -1.20  -0.11
C  -4.32  -0.47  -0.86
N  -3.92  0.87  -1.35
N  -0.78  -0.32  -0.24
C  -0.46  -1.45  -1.14
C  -1.10  -1.18  -2.53
C  -1.24  -2.49  -3.33
Cl  -1.36  -1.98  -5.07
H  4.66  -0.77  -1.45
H  4.25  -1.56  -2.97
H  3.21  -1.80  -1.52
H  3.58  1.13  -2.29
H  2.89  0.15  -3.58
H  2.65  0.32  1.08
H  -2.50  3.27  1.99
H  -0.93  3.63  2.05
H  -4.60  -0.73  3.00
H  -4.37  2.61  3.34
H  -3.47  -1.69  0.81
H  -2.82  -2.01  -0.77
H  -4.57  -1.07  -1.76
H  -5.24  -0.46  -0.27
H  -3.82  0.81  -2.36
H  -4.76  1.44  -1.23
H  0.60  -1.70  -1.25
H  -0.92  -2.34  -0.69
H  -2.05  -0.65  -2.44
H  -0.40  -0.54  -3.09
H  -2.15  -3.05  -3.08
H  -0.35  -3.13  -3.23
O  1.90  -1.32  -7.12
H  1.97  -0.71  -6.38
H  0.96  -1.53  -7.17
O  -2.16  5.63  3.86
H  -2.03  4.89  3.25
H  -1.28  5.97  4.03
O  2.09  1.32  -8.90
H  1.77  1.54  -9.78
H  2.06  0.36  -8.88
O  -0.64  5.28  6.48
H  -0.46  4.34  6.57
H  -1.57  5.33  6.23
O  -0.12  1.06  -10.39
H  -0.81  1.37  -9.79
H  -0.27  0.11  -10.44
O  5.93  1.33  -2.09
H  6.60  1.36  -2.78
H  6.02  2.17  -1.63
O  -1.19  -3.75  1.35
H  -0.25  -3.76  1.58
H  -1.57  -4.42  1.92
O  2.26  -1.29  2.24
H  2.38  -2.24  2.33
H  1.32  -1.18  2.04
O  -4.72  6.39  2.28
H  -3.78  6.38  2.50
H  -5.11  5.74  2.88
O  3.69  -4.05  2.92
H  4.31  -3.37  3.21
H  4.07  -4.87  3.25
O  -3.17  4.17  -0.80
H  -3.84  4.46  -0.16
H  -3.35  3.23  -0.90
O  2.81  1.69  -5.13
H  3.20  1.44  -5.98
H  2.31  2.49  -5.33
O  1.18  -4.67  -2.58
H  1.35  -5.39  -3.20
H  2.05  -4.32  -2.37
O  5.38  -3.18  5.36
H  5.60  -2.55  6.06
H  4.43  -3.31  5.45
O  6.15  -5.55  3.93
H  6.85  -5.53  3.28
H  6.22  -4.69  4.39
O  -5.51  7.91  4.75
H  -4.70  8.40  4.89
H  -5.31  7.33  4.00
O  3.35  -4.62  6.56
H  3.66  -4.84  7.44
H  2.91  -5.43  6.26
O  -7.27  4.58  2.75
H  -7.22  3.97  2.02
H  -7.94  5.22  2.48
O  0.11  -6.05  1.95
H  -0.37  -6.86  1.75
H  1.04  -6.32  1.93
O  1.01  4.30  -5.34
H  1.26  4.93  -4.66
H  0.07  4.17  -5.22
O  4.57  -7.20  6.28
H  5.43  -6.77  6.35
H  4.68  -7.80  5.54

- Charge: +1
- Calculated total energy: -96393.1696 eV

[3]
Computed, not measured: a structure of composition C12H6Cl3IrO7S6Sb in a non-equilibrium geometry, with ωB97M-V/def2-TZVPD.

CARTESIAN COORDINATES (ANGSTROEM)
Ir  1.60  -0.23  -0.43
S  6.32  2.21  0.56
Sb  5.35  0.23  -0.29
S  3.26  0.07  1.05
S  3.12  0.00  -2.05
S  6.66  -1.28  0.92
O  -0.34  3.28  1.98
S  -0.63  2.02  1.33
O  -1.75  2.08  0.43
O  0.64  1.41  0.83
C  -1.04  0.91  2.70
C  -1.25  1.52  3.93
C  -1.49  0.76  5.06
C  -1.51  -0.62  4.98
C  -1.29  -1.24  3.76
C  -1.05  -0.49  2.62
S  -0.68  -1.42  1.12
O  -1.34  -2.69  1.32
O  -1.13  -0.66  -0.01
O  0.81  -1.55  1.16
H  -1.20  2.60  3.96
H  -1.64  1.25  6.02
H  -1.69  -1.22  5.86
H  -1.31  -2.32  3.65
Cl  -2.06  0.55  -6.88
C  -1.32  0.04  -5.39
C  -0.88  0.98  -4.48
C  -0.28  0.57  -3.30
Cl  0.19  1.75  -2.14
C  -0.05  -0.80  -3.00
O  0.56  -1.26  -1.96
C  -0.55  -1.71  -3.97
Cl  -0.34  -3.40  -3.66
C  -1.16  -1.31  -5.14
H  -1.00  2.04  -4.67
H  -1.50  -2.06  -5.85

- Expectation value of S²: 8.795
- Energy relative to the best compared isomer or geometry (same formula, charge and spin): 23.1 kcal per mole
- Charge: -2
- Spin multiplicity: 6
- Calculated total energy: -138830.2038 eV

[4]
Computed, not measured: a structure of composition C12H6Cl5CuN5O2, with ωB97M-V/def2-TZVPD.

CARTESIAN COORDINATES (ANGSTROEM)
Cu  -1.16  0.90  -0.43
C  2.96  3.52  -0.20
O  2.09  3.41  -1.32
C  1.03  2.58  -1.14
O  0.86  1.95  -0.10
N  0.26  2.51  -2.22
N  -0.76  1.51  -2.30
H  3.77  4.17  -0.51
H  3.34  2.54  0.08
H  2.43  3.95  0.66
H  0.61  2.93  -3.06
H  0.63  0.12  -2.77
H  -1.57  2.00  -2.65
Cl  2.35  1.21  -4.72
C  2.69  0.16  -3.39
C  1.64  -0.24  -2.59
C  1.90  -1.08  -1.52
Cl  0.58  -1.54  -0.52
C  3.19  -1.54  -1.25
Cl  3.48  -2.58  0.08
C  4.23  -1.13  -2.08
Cl  5.84  -1.67  -1.76
C  3.99  -0.27  -3.15
Cl  5.29  0.24  -4.17
N  -2.54  0.84  0.96
C  -3.51  1.26  1.42
C  -4.70  1.71  2.00
C  -5.23  2.97  1.68
N  -5.68  4.01  1.41
C  -5.34  0.86  2.93
N  -5.86  0.15  3.68

- Energy relative to the best compared isomer or geometry (same formula, charge and spin): 3.6 kcal per mole
- Charge: -1
- Calculated total energy: -131340.0715 eV

[5]
Computed, not measured: a structure of composition C12H7N3O7RuS2 in a non-equilibrium geometry, with ωB97M-V/def2-TZVPD.

CARTESIAN COORDINATES (ANGSTROEM)
Ru  1.83  0.34  -0.16
O  -3.46  3.37  0.00
C  -2.24  2.79  0.09
C  -1.94  1.83  1.05
C  -0.67  1.30  1.08
N  0.26  1.71  0.23
C  -0.02  2.58  -0.73
C  -1.27  3.16  -0.83
C  1.07  2.77  -1.77
O  1.02  3.76  -2.48
O  1.92  1.82  -1.79
C  -0.29  0.14  1.97
O  -1.07  -0.18  2.86
O  0.82  -0.41  1.66
H  -4.02  3.03  0.71
H  -2.67  1.47  1.77
H  -1.47  3.87  -1.62
O  0.09  -0.58  -1.08
N  -0.02  -1.83  -0.64
C  -1.26  -2.30  -0.39
C  -1.45  -3.59  0.02
C  -0.34  -4.42  0.18
C  0.91  -3.91  -0.07
C  1.09  -2.59  -0.47
S  2.62  -1.88  -0.81
H  -2.05  -1.58  -0.53
H  -2.46  -3.94  0.22
H  -0.46  -5.44  0.51
H  1.80  -4.51  0.07
O  5.73  0.56  0.17
S  4.64  1.51  0.05
N  3.37  1.16  0.73

- Expectation value of S²: 0.758
- Energy relative to the best compared isomer or geometry (same formula, charge and spin): 24.2 kcal per mole
- Charge: -1
- Spin multiplicity: 2
- Calculated total energy: -55614.1768 eV

[6]
Computed, not measured: the molecule C12H8 in a non-equilibrium geometry, with ωB97M-V/def2-TZVPD.

CARTESIAN COORDINATES (ANGSTROEM)
C  0.51  2.38  0.05
C  -0.85  2.28  -0.01
C  -1.24  0.89  -0.11
C  -2.41  0.24  0.02
C  -2.33  -1.20  0.10
C  -1.16  -1.90  -0.02
C  0.10  -1.22  -0.12
C  1.42  -1.76  -0.05
C  2.52  -0.95  0.01
C  2.37  0.55  0.05
C  1.07  1.03  0.06
C  0.01  0.15  -0.05
H  1.00  3.34  -0.12
H  -1.41  3.16  -0.16
H  -3.45  0.75  0.02
H  -3.25  -1.71  0.21
H  -1.23  -2.99  -0.07
H  1.49  -2.83  0.16
H  3.55  -1.28  -0.04
H  3.31  1.07  0.08

- Energy relative to the best compared isomer or geometry (same formula, charge and spin): 12.2 kcal per mole
- Calculated total energy: -12572.8750 eV

[7]
Computed, not measured: a structure of composition C12H8N2O5PdS, with ωB97M-V/def2-TZVPD.

CARTESIAN COORDINATES (ANGSTROEM)
Pd  -0.25  -0.87  1.29
O  -1.71  0.49  1.57
C  -1.83  1.15  2.62
C  -0.89  1.29  3.69
C  -1.30  2.10  4.77
C  -0.45  2.35  5.80
C  0.86  1.83  5.80
C  1.29  1.06  4.76
C  0.43  0.74  3.66
O  0.89  0.00  2.73
N  -0.90  3.18  6.91
O  -0.10  3.38  7.81
O  -2.03  3.61  6.88
H  -2.77  1.70  2.73
H  -2.30  2.52  4.79
H  1.51  2.06  6.63
H  2.29  0.65  4.74
O  1.16  -2.22  0.95
N  0.70  -3.39  0.47
C  1.49  -4.46  0.64
C  1.16  -5.67  0.09
C  -0.02  -5.76  -0.66
C  -0.82  -4.65  -0.80
C  -0.47  -3.43  -0.21
S  -1.44  -2.01  -0.28
H  2.38  -4.27  1.22
H  1.80  -6.52  0.24
H  -0.31  -6.70  -1.11
H  -1.75  -4.69  -1.35

- Energy relative to the best compared isomer or geometry (same formula, charge and spin): 0.0 kcal per mole
- Calculated total energy: -40102.9823 eV

[8]
Computed, not measured: a structure of composition C12H8N4OsS4SbSe4, with ωB97M-V/def2-TZVPD.

CARTESIAN COORDINATES (ANGSTROEM)
Os  0.25  0.38  0.73
S  2.37  -0.74  0.65
C  2.63  -1.12  2.33
C  3.80  -1.90  2.63
N  4.73  -2.54  2.83
C  1.79  -0.73  3.32
S  0.36  0.22  2.99
C  2.02  -1.09  4.68
N  2.18  -1.38  5.79
C  -0.83  -3.15  1.36
C  -0.51  -2.76  -0.05
N  -0.53  -1.54  -0.48
C  -0.11  -1.44  -1.79
C  0.22  -2.62  -2.37
S  0.00  -3.89  -1.24
C  -0.03  -0.08  -2.33
C  -0.27  0.35  -3.58
S  -0.14  2.06  -3.64
C  0.22  2.11  -1.97
N  0.25  0.92  -1.42
C  0.44  3.40  -1.26
H  -1.36  -2.32  1.83
H  0.09  -3.33  1.91
H  -1.45  -4.04  1.39
H  0.60  -2.79  -3.36
H  -0.55  -0.23  -4.44
H  1.33  3.89  -1.65
H  0.57  3.22  -0.20
H  -0.42  4.06  -1.40
Se  -6.18  3.90  0.33
Sb  -3.81  4.07  -0.01
Se  -1.73  1.65  0.99
Se  -2.96  1.75  -1.01
Se  -2.94  5.71  -1.57

- Expectation value of S²: 6.041
- Energy relative to the best compared isomer or geometry (same formula, charge and spin): 9.3 kcal per mole
- Charge: -1
- Spin multiplicity: 5
- Calculated total energy: -332269.2378 eV

[9]
Computed, not measured: a structure of composition C12H8N4PtS2Se6 in a non-equilibrium geometry, with ωB97M-V/def2-TZVPD.

CARTESIAN COORDINATES (ANGSTROEM)
Pt  0.92  0.98  -0.13
Se  1.42  1.03  -2.51
Se  2.90  2.79  -2.20
Se  3.29  2.29  -0.04
Se  0.11  3.29  -0.19
Se  0.40  -2.39  -1.60
Se  -0.99  -2.39  0.26
C  -2.05  -0.87  -0.24
C  -3.43  -0.98  -0.11
C  -4.22  0.05  -0.59
C  -3.61  1.12  -1.22
C  -2.23  1.15  -1.27
N  -1.46  0.19  -0.76
C  1.98  -2.03  -0.57
C  2.95  -3.01  -0.50
C  3.99  -2.87  0.40
C  4.00  -1.76  1.23
C  3.02  -0.81  1.07
N  2.05  -0.91  0.15
H  -3.86  -1.87  0.33
H  -5.30  0.00  -0.50
H  -4.18  1.94  -1.63
H  -1.70  1.99  -1.72
H  2.85  -3.90  -1.11
H  4.76  -3.63  0.48
H  4.76  -1.63  1.99
H  2.98  0.07  1.70
S  -1.47  -0.30  3.52
C  -0.36  0.35  2.55
N  0.45  0.84  1.86
S  -1.52  3.27  1.32
C  -2.80  3.81  0.35
N  -3.67  4.18  -0.31

- Energy relative to the best compared isomer or geometry (same formula, charge and spin): 0.0 kcal per mole
- Calculated total energy: -435529.7628 eV

[10]
Computed, not measured: a structure of composition C12H9AsIN2O6PdS, with ωB97M-V/def2-TZVPD.

CARTESIAN COORDINATES (ANGSTROEM)
Pd  -0.48  -0.21  -0.08
O  -1.54  -3.40  -0.06
As  -0.01  -2.88  -0.84
O  0.58  -4.22  -1.53
O  -0.45  -1.48  -1.67
C  0.69  -1.98  0.78
C  0.09  -2.30  2.02
C  0.56  -1.76  3.20
C  1.64  -0.89  3.18
C  2.25  -0.56  1.98
C  1.79  -1.08  0.78
S  2.73  -0.65  -0.72
O  4.07  -0.40  -0.23
O  2.57  -1.81  -1.57
O  2.04  0.55  -1.20
H  -1.85  -4.15  -0.59
H  -0.75  -2.98  2.02
H  0.08  -2.01  4.14
H  2.01  -0.45  4.10
H  3.11  0.10  1.95
N  -0.69  1.70  2.36
C  -0.61  0.97  1.47
I  -3.66  0.13  -0.77
C  -2.38  1.66  -1.36
C  -2.85  2.82  -1.94
C  -1.92  3.79  -2.30
C  -0.58  3.57  -2.06
C  -0.18  2.38  -1.47
N  -1.08  1.44  -1.13
H  -3.90  2.95  -2.11
H  -2.26  4.71  -2.75
H  0.17  4.30  -2.32
H  0.85  2.12  -1.27

- Energy relative to the best compared isomer or geometry (same formula, charge and spin): 28.5 kcal per mole
- Charge: -1
- Calculated total energy: -111110.9570 eV

[11]
Computed, not measured: a structure of composition C12H9ClIN7OSSn in a non-equilibrium geometry, with ωB97M-V/def2-TZVPD.

CARTESIAN COORDINATES (ANGSTROEM)
Sn  0.30  -0.90  -0.36
Cl  3.42  4.72  3.26
C  2.89  3.18  2.66
C  3.50  2.03  3.10
C  3.08  0.79  2.62
I  4.02  -0.96  3.29
C  2.06  0.64  1.70
O  1.68  -0.53  1.26
C  1.43  1.85  1.25
N  0.43  1.71  0.34
C  -0.19  2.78  -0.10
C  0.13  4.07  0.32
C  1.14  4.24  1.23
C  1.83  3.12  1.73
H  4.31  2.10  3.81
H  -0.98  2.61  -0.82
H  -0.42  4.92  -0.07
H  1.42  5.23  1.58
N  -1.94  -2.57  -1.83
N  -2.90  -2.07  -2.70
C  -3.08  -0.75  -2.86
N  -4.08  -0.39  -3.70
S  -2.17  0.42  -2.09
H  -1.34  -3.23  -2.31
H  -2.36  -3.03  -1.04
H  -3.54  -2.72  -3.14
H  -4.63  -1.06  -4.21
H  -4.20  0.58  -3.88
N  0.39  -3.07  0.07
C  0.38  -4.24  0.29
N  0.42  -5.45  0.56
C  -0.22  -6.52  0.17
N  -0.75  -7.50  -0.14

- Energy relative to the best compared isomer or geometry (same formula, charge and spin): 27.2 kcal per mole
- Calculated total energy: -62357.5016 eV

[12]
Computed, not measured: a structure of composition C12H9F6PS3Sc, with ωB97M-V/def2-TZVPD.

CARTESIAN COORDINATES (ANGSTROEM)
Sc  -0.31  0.12  -0.22
S  1.61  -1.48  -0.64
C  0.88  -3.01  -0.73
C  1.72  -4.16  -0.78
C  1.20  -5.41  -0.87
C  -0.20  -5.61  -0.94
C  -1.04  -4.54  -0.92
C  -0.55  -3.20  -0.81
S  -1.67  -1.93  -0.85
H  2.79  -4.00  -0.72
H  1.86  -6.27  -0.89
H  -0.60  -6.61  -1.01
H  -2.11  -4.66  -0.97
F  -1.46  1.28  1.25
P  -0.50  0.90  2.59
F  -0.38  2.42  2.95
F  0.52  0.42  3.69
F  -0.59  -0.65  1.96
F  0.77  1.07  1.47
F  -1.77  0.66  3.47
S  -0.96  1.24  -2.21
C  -0.41  2.69  -1.35
C  -1.34  3.64  -0.89
C  -0.92  4.70  -0.12
C  0.42  4.84  0.22
C  1.35  3.92  -0.23
C  0.93  2.85  -1.02
H  -2.39  3.51  -1.13
H  -1.65  5.42  0.23
H  0.74  5.67  0.84
H  2.39  4.01  0.03
H  1.67  2.15  -1.40

- Expectation value of S²: 0.767
- Energy relative to the best compared isomer or geometry (same formula, charge and spin): 4.9 kcal per mole
- Spin multiplicity: 2
- Calculated total energy: -91399.3729 eV